[1]
{"formula": "C20H30N7OP", "method": "ωB97M-V with the def2-TZVPD basis set", "symbols": ["N", "C", "C", "N", "C", "C", "C", "P", "N", "O", "C", "C", "C", "N", "H", "H", "H", "H", "H", "H", "H", "H", "H", "C", "C", "C", "C", "N", "H", "H", "H", "H", "H", "H", "H", "C", "C", "C", "C", "N", "H", "H", "H", "H", "H", "H", "H", "C", "C", "C", "C", "N", "H", "H", "H", "H", "H", "H", "H"], "positions_angstrom": [[-4.44267, -1.62364, 3.02340], [-3.41826, -0.83374, 2.50903], [-2.06970, -1.30116, 2.63908], [-1.04670, -0.65369, 2.18466], [-1.33280, 0.53089, 1.54958], [-0.28094, 1.30025, 1.02710], [-0.51816, 2.47869, 0.36712], [0.84010, 3.47319, -0.33305], [0.23503, 5.06107, 0.03390], [2.08175, 3.26768, 0.75123], [-1.85416, 2.92375, 0.19812], [-2.88749, 2.18136, 0.70160], [-2.65352, 0.97766, 1.38745], [-3.71754, 0.26878, 1.88799], [-5.29484, -1.07992, 3.07310], [-4.21594, -2.00738, 3.93062], [-1.89007, -2.24344, 3.14143], [0.72761, 0.92014, 1.12822], [0.99640, 5.59498, 0.44778], [-0.46792, 5.00599, 0.77020], [1.96081, 2.48307, 1.30072], [-2.05516, 3.83566, -0.34430], [-3.90552, 2.51996, 0.56871], [-1.82692, -2.62238, -3.00241], [-2.28255, -2.26578, -1.59271], [-3.13292, -0.99143, -1.54316], [-2.37978, 0.16199, -2.03614], [-1.75864, 1.05399, -2.39804], [-1.19042, -1.84116, -3.42054], [-1.25124, -3.54804, -2.99669], [-2.68056, -2.76084, -3.66920], [-1.40967, -2.13884, -0.94887], [-2.86942, -3.08787, -1.17874], [-3.44643, -0.78330, -0.51991], [-4.03272, -1.10197, -2.15118], [4.18061, 2.19345, -3.47128], [3.25257, 1.43476, -4.41311], [1.78467, 1.50281, -3.97667], [1.59362, 0.92149, -2.65298], [1.40786, 0.49178, -1.60873], [4.16140, 1.76776, -2.46722], [5.20954, 2.14955, -3.82938], [3.89251, 3.24338, -3.39812], [3.56560, 0.39040, -4.47245], [3.33415, 1.84990, -5.41923], [1.14516, 0.96651, -4.67858], [1.44299, 2.53903, -3.93809], [2.69949, -1.37426, 2.92349], [3.15156, -2.75477, 3.38899], [2.18335, -3.86548, 2.96421], [0.85449, -3.64780, 3.53352], [-0.17224, -3.43523, 3.99398], [1.73912, -1.09937, 3.36182], [3.42738, -0.61718, 3.21648], [2.59484, -1.34026, 1.83729], [3.25453, -2.76098, 4.47563], [4.13577, -2.97750, 2.97356], [2.54113, -4.84148, 3.29354], [2.09085, -3.89103, 1.87724]], "homo_ev": -7.900, "smiles": "Nc1cnc2cc(P(N)O)ccc2n1.CCCC#N.CCCC#N.CCCC#N", "total_energy_ha": -1580.02447, "orbital_gap_ha": 0.29723}

***

[2]
{"formula": "C20H31BClF9K2NO7", "method": "ωB97M-V with the def2-TZVPD basis set", "symbols": ["C", "C", "C", "N", "C", "C", "C", "H", "H", "H", "H", "H", "H", "H", "H", "H", "H", "H", "H", "F", "K", "O", "C", "O", "C", "C", "C", "H", "H", "H", "H", "H", "H", "H", "H", "C", "C", "C", "O", "C", "C", "C", "O", "H", "H", "H", "H", "Cl", "O", "H", "H", "B", "F", "F", "F", "F", "C", "C", "O", "C", "O", "C", "F", "F", "F", "H", "H", "H", "H", "H", "K", "F"], "positions_angstrom": [[-4.93745, 4.81489, -3.34687], [-4.27173, 3.31671, -3.01628], [-2.76865, 3.34419, -3.67377], [-1.62660, 3.25606, -2.86755], [-0.33591, 3.35311, -3.70785], [-0.90590, 4.41701, -4.86571], [-2.25602, 3.50125, -5.23447], [-5.41445, 5.26064, -2.36773], [-4.08162, 5.57170, -3.69038], [-5.75025, 4.75160, -4.18638], [-4.95188, 2.42932, -3.36862], [-4.12242, 3.28964, -1.83265], [-1.68673, 3.17018, -1.80926], [0.40200, 3.99675, -3.06482], [0.04224, 2.38153, -4.24244], [-0.19466, 4.69116, -5.75545], [-1.43592, 5.33760, -4.32109], [-1.83117, 2.46194, -5.64028], [-2.98739, 3.91894, -6.04690], [-6.49386, 5.82593, -1.39827], [-2.05933, 1.29879, -6.49519], [-5.12521, 1.31240, 3.12618], [-4.24451, 1.96974, 2.57761], [-3.65403, 1.51642, 1.45008], [-2.74516, 2.28238, 0.63749], [-1.33295, 2.20088, 1.18196], [-3.74795, 3.24425, 3.19659], [-3.09522, 3.31227, 0.52079], [-2.77049, 1.83341, -0.36127], [-1.26287, 2.62107, 2.18825], [-0.63650, 2.73922, 0.53235], [-1.01167, 1.15603, 1.25401], [-3.02414, 3.00403, 3.97891], [-4.59926, 3.76989, 3.63833], [-3.29989, 3.93647, 2.48452], [2.42676, -1.23485, 2.54010], [2.83309, -2.50258, 2.42144], [2.29787, -3.38279, 1.36408], [2.66773, -4.54384, 1.25598], [1.29803, -2.80765, 0.44248], [0.89170, -1.53992, 0.56115], [1.42692, -0.65972, 1.61850], [1.05706, 0.50133, 1.72661], [2.80867, -0.57605, 3.31041], [3.56630, -2.93898, 3.08910], [0.91612, -3.46645, -0.32782], [0.15849, -1.10353, -0.10652], [-5.70767, 3.90063, -0.97797], [-0.44872, -1.54792, -4.02432], [0.40690, -1.80530, -4.39948], [-0.23367, -0.80724, -3.43769], [-2.81971, 0.75110, 6.36312], [-1.97763, 0.04939, 5.40814], [-2.38296, 0.44011, 7.71453], [-2.71739, 2.18382, 6.13841], [-4.20091, 0.33110, 6.19153], [4.92285, -6.18176, 0.60637], [5.99530, -7.13415, 0.10844], [7.28446, -6.75264, 0.61120], [7.56850, -7.13638, 1.89484], [6.79370, -7.76577, 2.60939], [8.98368, -6.70924, 2.28430], [9.26051, -5.42054, 1.93291], [9.93548, -7.47933, 1.68260], [9.21773, -6.79362, 3.62426], [5.18096, -5.14841, 0.35655], [3.95345, -6.42427, 0.16316], [4.82644, -6.23014, 1.69609], [6.05136, -7.08212, -0.98363], [5.76703, -8.17454, 0.36910], [-7.81569, 4.02409, -1.83879], [8.02479, -4.11925, 2.53760]], "homo_ev": -3.280, "charge": -1, "total_energy_ha": -3945.51826, "orbital_gap_ha": 0.03614}

***

[3]
{"formula": "C20H31BrHgIN4O5PS", "method": "ωB97M-V with the def2-TZVPD basis set", "symbols": ["C", "C", "C", "Br", "C", "I", "C", "C", "C", "C", "O", "N", "C", "O", "O", "C", "O", "C", "C", "C", "C", "C", "C", "C", "C", "S", "C", "N", "N", "C", "O", "P", "N", "H", "H", "H", "H", "H", "H", "H", "H", "H", "H", "H", "H", "H", "H", "H", "H", "H", "H", "H", "H", "H", "H", "H", "H", "H", "H", "H", "H", "H", "H", "H", "Hg"], "positions_angstrom": [[-3.59450, -4.11379, -2.57115], [-3.23260, -2.56639, -2.06445], [-1.62480, -2.28154, -1.93303], [-0.58559, -4.01279, -2.22479], [-1.13217, -1.72180, -0.46934], [0.98286, -2.43687, -0.46576], [-1.78372, -2.32461, 0.90836], [-0.87274, -2.44449, 2.27105], [-0.35556, -4.00464, 2.58140], [1.02819, -4.03217, 3.50638], [2.08426, -3.12351, 2.99896], [-2.45434, -3.70443, 0.87666], [-3.65863, -3.47624, 1.54983], [-4.77743, -3.58222, 2.29988], [-2.92363, -1.37499, 1.12955], [-2.98099, -0.13618, 0.29550], [-3.97372, 0.73412, 0.09921], [-1.40939, -0.11941, -0.27761], [-1.42225, 0.88582, -1.57194], [-0.05149, 0.87371, -2.47472], [1.17563, 1.78549, -1.88184], [1.96432, 2.69503, -2.99560], [3.58278, 2.81887, -2.76262], [4.00851, 3.10176, -1.18232], [3.31350, 4.47578, -0.60200], [3.94017, 4.95082, 1.13715], [2.33985, 5.31216, 2.07661], [1.73519, 4.61361, 3.29490], [0.50611, 5.18686, 3.64038], [0.35291, 6.29925, 2.60982], [1.45974, 6.42542, 1.63501], [-0.53154, 0.87169, 1.09378], [1.07157, 0.68069, 1.17599], [-3.33829, -4.92591, -1.74352], [-3.15531, -4.36660, -3.62637], [-4.78436, -4.14004, -2.66218], [-3.84877, -2.40507, -1.08277], [-3.62207, -1.86555, -2.94893], [-1.30452, -1.59332, -2.84487], [0.00896, -1.67890, 2.34615], [-1.60352, -2.19155, 3.17938], [-1.24600, -4.59988, 3.05718], [-0.04380, -4.53700, 1.55900], [0.80342, -3.89217, 4.64637], [1.47563, -5.13238, 3.38623], [2.31481, -3.49052, 2.09527], [-2.31625, 0.64475, -2.32544], [-1.58846, 2.01653, -1.23513], [0.37998, -0.20398, -2.66691], [-0.34350, 1.32393, -3.53579], [0.75360, 2.49388, -1.02386], [1.90644, 1.03119, -1.31548], [1.78196, 2.17938, -4.04662], [1.43476, 3.76193, -2.99217], [3.94402, 3.76669, -3.37137], [4.16339, 1.89115, -3.22515], [5.18059, 3.30625, -1.19053], [3.77841, 2.13606, -0.51935], [2.13936, 4.35087, -0.63153], [3.58314, 5.34081, -1.35387], [-0.54251, 7.05117, 2.55246], [-1.23366, 0.57400, 2.33759], [-0.77458, 2.28683, 0.80331], [1.26672, 0.33152, 2.14967], [2.64992, -5.71907, 4.52599]], "homo_ev": -12.895, "charge": 2, "total_energy_ha": -5139.19038, "orbital_gap_ha": 0.06364}

***

[4]
{"formula": "C20H31Cl2N4O3Sn", "method": "ωB97M-V with the def2-TZVPD basis set", "symbols": ["O", "C", "C", "C", "H", "C", "H", "C", "H", "C", "H", "C", "H", "H", "C", "C", "H", "H", "H", "C", "C", "H", "H", "H", "H", "Sn", "Cl", "Cl", "C", "O", "N", "C", "C", "H", "H", "H", "H", "H", "H", "H", "H", "H", "C", "C", "N", "H", "C", "O", "H", "H", "H", "H", "N", "C", "C", "C", "N", "H", "H", "H", "H"], "positions_angstrom": [[3.24913, 1.62095, -0.88315], [2.30436, 1.94191, -1.56393], [1.46790, 3.20182, -1.52153], [0.84796, 3.86262, -0.43655], [0.53200, 3.32715, 0.46411], [0.72280, 5.25065, -0.56393], [0.40434, 5.82952, 0.30157], [1.07368, 5.90354, -1.74559], [1.05477, 6.97691, -1.81781], [1.48016, 5.18609, -2.86541], [1.80040, 5.64935, -3.79192], [1.55333, 3.80234, -2.79076], [1.86137, 3.16742, -3.64980], [1.76666, 1.30744, -2.32195], [0.08120, -0.44973, -2.79709], [-0.59215, 0.36006, -1.75938], [-0.23797, -0.01218, -3.75088], [-0.28322, -1.46404, -2.71623], [1.16803, -0.52301, -2.85059], [-1.29675, 1.46105, -2.02602], [-2.42132, 1.30393, -2.98412], [-1.14370, 2.45789, -1.55994], [-2.27694, 1.97346, -3.81517], [-3.35871, 1.50912, -2.49015], [-2.45931, 0.28753, -3.34711], [-1.08092, -0.21902, 0.17267], [-1.92939, 1.79945, 1.26650], [-2.71039, -1.58556, -0.96608], [-2.83518, -1.01629, 2.16426], [-1.63913, -1.30289, 1.79446], [-3.49806, -1.87243, 2.88391], [-2.88811, -3.16683, 3.18986], [-4.92673, -1.65625, 3.10643], [-3.30728, -0.06482, 1.85493], [-1.84247, -3.11424, 2.89609], [-3.39155, -3.94232, 2.60703], [-2.97381, -3.35076, 4.25853], [-5.18931, -0.65710, 2.74540], [-5.17011, -1.71395, 4.16835], [-5.53275, -2.38386, 2.55560], [1.69486, -5.07454, -0.05516], [4.08895, -4.07181, 0.05942], [1.52307, -4.31781, -0.82202], [3.75158, -3.25086, -0.59293], [2.29961, -3.12248, -0.51052], [0.47109, -4.06919, -0.87708], [1.71450, -1.95525, -0.27843], [0.45027, -1.87811, -0.12402], [4.23380, -2.31539, -0.28152], [2.38226, -1.06464, -0.25380], [1.86788, -4.72690, -1.77534], [4.06514, -3.49280, -1.62261], [0.87725, -1.01081, 2.45757], [1.68635, -0.76870, 3.49524], [2.05311, 0.57142, 3.38600], [1.37158, 1.06864, 2.26858], [0.65638, 0.07417, 1.69323], [0.40364, -1.89034, 2.28439], [1.92422, -1.56046, 4.21430], [2.71888, 1.11170, 4.04846], [1.38277, 2.05921, 1.87162]], "homo_ev": [0.234, 0.224], "charge": -1, "total_energy_ha": -2359.93271, "orbital_gap_ha": [0.08570, 0.08610]}